(1)
DFT (ωB97M-V/def2-TZVPD) results for a molecular structure, C21H61NaO10S9 in a non-equilibrium geometry.

Atoms and positions in Å:
1 Na -0.003 1.192 -4.054
2 C -0.796 -0.372 -0.463
3 C 0.402 0.589 -0.703
4 C 1.161 0.518 0.731
5 O 1.102 0.113 -1.848
6 H -1.385 -0.129 0.421
7 H -0.405 -1.375 -0.293
8 H -1.627 -0.387 -1.167
9 H 0.036 1.595 -0.909
10 H 0.450 0.809 1.505
11 H 2.051 1.144 0.787
12 H 1.636 -0.441 0.934
13 C -4.381 -0.881 -1.974
14 S -3.859 0.746 -2.812
15 O -2.486 0.607 -3.409
16 C -5.122 0.782 -4.192
17 H -4.635 -1.652 -2.703
18 H -5.272 -0.629 -1.398
19 H -3.516 -1.253 -1.426
20 H -4.796 1.327 -5.078
21 H -6.011 1.277 -3.802
22 H -5.335 -0.263 -4.414
23 C 3.064 4.951 -2.204
24 S 4.730 4.318 -1.689
25 O 5.469 3.863 -2.938
26 C 4.105 2.808 -0.970
27 H 2.381 5.367 -1.463
28 H 2.515 4.295 -2.879
29 H 3.314 5.878 -2.721
30 H 4.897 2.170 -0.577
31 H 3.411 2.250 -1.598
32 H 3.385 3.056 -0.190
33 C -3.707 -3.195 3.401
34 S -4.068 -2.342 1.795
35 O -2.746 -1.988 1.139
36 C -4.580 -3.852 0.916
37 H -2.857 -3.844 3.191
38 H -4.609 -3.742 3.674
39 H -3.392 -2.402 4.079
40 H -4.523 -3.533 -0.125
41 H -5.583 -4.194 1.168
42 H -3.784 -4.594 0.848
43 C 3.724 -3.112 1.744
44 S 4.235 -3.172 -0.039
45 O 3.337 -2.339 -0.903
46 C 5.749 -2.177 0.330
47 H 3.602 -2.099 2.126
48 H 4.299 -3.644 2.502
49 H 2.716 -3.520 1.671
50 H 6.354 -2.188 -0.576
51 H 6.418 -2.607 1.076
52 H 5.625 -1.100 0.442
53 C -0.036 -2.835 2.291
54 S 0.164 -2.801 4.135
55 O -1.059 -3.355 4.845
56 C 1.555 -4.053 4.305
57 H -0.360 -3.808 1.923
58 H 0.936 -2.562 1.880
59 H -0.840 -2.133 2.072
60 H 1.514 -4.433 5.326
61 H 2.548 -3.606 4.255
62 H 1.475 -4.801 3.516
63 C 0.400 -3.893 -0.849
64 S 0.046 -3.854 -2.644
65 O 1.366 -3.973 -3.402
66 C -0.663 -5.601 -2.830
67 H 1.198 -4.625 -0.723
68 H -0.481 -4.134 -0.255
69 H 0.752 -2.917 -0.516
70 H 0.103 -6.327 -2.559
71 H -0.948 -5.759 -3.870
72 H -1.570 -5.886 -2.297
73 C 4.195 1.692 2.968
74 S 4.526 3.468 3.107
75 O 5.225 3.897 1.786
76 C 2.755 4.033 3.098
77 H 3.367 1.351 3.589
78 H 5.121 1.133 3.107
79 H 3.931 1.377 1.958
80 H 2.345 3.873 4.095
81 H 2.227 3.522 2.292
82 H 2.678 5.114 2.979
83 C -1.145 5.646 -4.477
84 S -0.244 4.478 -3.278
85 O 0.108 5.534 -2.231
86 C -1.701 3.567 -2.492
87 H -1.768 6.248 -3.816
88 H -1.656 5.053 -5.235
89 H -0.390 6.376 -4.769
90 H -1.431 2.515 -2.590
91 H -2.586 3.765 -3.096
92 H -1.873 4.020 -1.515
93 C -3.422 2.505 0.193
94 S -2.366 3.062 1.569
95 O -3.255 4.031 2.317
96 C -2.613 1.586 2.611
97 H -3.803 3.285 -0.467
98 H -4.200 1.846 0.576
99 H -2.861 1.814 -0.437
100 H -2.273 0.624 2.229
101 H -3.674 1.634 2.855
102 H -2.006 1.680 3.511

## Properties
* E_LUMO (spin up / spin down): -3.32 / -4.76 eV
* expectation value of S²: 0.754
* charge: +1
* orbital gap (spin up / spin down): 6.9 / 5.5 eV
* 2S+1: 2

Atomic partial charges in e from the Mulliken method, atoms 1 to 99:
1. Na 0.854
2. C 1.139
3. C 1.220
4. C 0.120
5. O -0.445
6. H -0.389
7. H -0.675
8. H -0.517
9. H 0.003
10. H 0.314
11. H -0.378
12. H -0.321
13. C -0.718
14. S 0.678
15. O -0.627
16. C -1.161
17. H 0.493
18. H 0.442
19. H -0.116
20. H 0.375
21. H 0.382
22. H 0.365
23. C -0.968
24. S 0.520
25. O -0.662
26. C -0.638
27. H 0.452
28. H 0.062
29. H 0.458
30. H 0.373
31. H 0.381
32. H -0.029
33. C -0.897
34. S 0.316
35. O -0.467
36. C -0.965
37. H 0.184
38. H 0.485
39. H 0.330
40. H 0.236
41. H 0.419
42. H 0.315
43. C -0.746
44. S 0.353
45. O -0.449
46. C -0.990
47. H 0.337
48. H 0.588
49. H -0.018
50. H 0.391
51. H 0.388
52. H 0.210
53. C 0.294
54. S 0.481
55. O -0.658
56. C -0.910
57. H 0.487
58. H -0.335
59. H -0.323
60. H 0.434
61. H 0.251
62. H 0.287
63. C -0.171
64. S 0.556
65. O -0.648
66. C -1.033
67. H 0.510
68. H 0.330
69. H -0.624
70. H 0.318
71. H 0.354
72. H 0.327
73. C -0.633
74. S 0.372
75. O -0.549
76. C -0.767
77. H 0.415
78. H 0.436
79. H -0.061
80. H 0.401
81. H 0.042
82. H 0.387
83. C -1.190
84. S 0.670
85. O -0.620
86. C -0.449
87. H 0.349
88. H 0.355
89. H 0.425
90. H -0.397
91. H 0.532
92. H 0.273
93. C -0.909
94. S 0.654
95. O -0.693
96. C -0.702
97. H 0.563
98. H 0.514
99. H -0.051

---

(2)
DFT (ωB97M-V/def2-TZVPD) results for a molecular structure, C21H61O10S9Sn in a non-equilibrium geometry.

Atoms and positions in Å:
1 Sn 1.032 2.925 3.900
2 C 1.515 -0.998 0.673
3 C 1.272 0.473 0.645
4 C -0.205 0.946 0.504
5 O 1.854 1.005 1.761
6 H 1.012 -1.449 1.528
7 H 2.575 -1.236 0.768
8 H 1.102 -1.566 -0.161
9 H 1.847 0.859 -0.197
10 H -0.875 0.299 -0.062
11 H -0.225 1.969 0.130
12 H -0.891 0.874 1.347
13 C 5.667 -3.715 1.107
14 S 5.353 -2.266 2.162
15 O 6.447 -2.277 3.225
16 C 5.732 -0.814 1.062
17 H 5.874 -4.646 1.634
18 H 6.566 -3.464 0.545
19 H 4.791 -3.709 0.458
20 H 6.804 -0.814 0.866
21 H 5.531 0.110 1.604
22 H 5.123 -0.828 0.158
23 C 2.974 -4.389 3.180
24 S 3.052 -5.515 1.711
25 O 2.898 -6.966 2.042
26 C 1.449 -4.903 0.993
27 H 2.473 -3.492 2.818
28 H 3.878 -4.124 3.729
29 H 2.288 -4.917 3.842
30 H 0.859 -4.587 1.854
31 H 0.965 -5.744 0.497
32 H 1.505 -4.109 0.248
33 C 3.461 5.901 -0.281
34 S 2.555 4.362 0.151
35 O 1.623 4.834 1.284
36 C 1.481 4.103 -1.353
37 H 3.634 5.732 -1.344
38 H 4.442 5.958 0.191
39 H 2.912 6.780 0.057
40 H 0.596 4.738 -1.311
41 H 1.204 3.049 -1.322
42 H 1.978 4.169 -2.321
43 C -3.264 5.982 1.585
44 S -1.974 4.813 1.084
45 O -1.175 4.379 2.348
46 C -3.142 3.399 0.747
47 H -4.044 6.253 0.874
48 H -2.957 6.980 1.901
49 H -3.667 5.644 2.540
50 H -2.570 2.489 0.565
51 H -3.596 3.521 -0.236
52 H -3.974 3.133 1.400
53 C 3.043 -3.303 -2.331
54 S 2.740 -1.956 -3.622
55 O 1.256 -1.488 -3.623
56 C 3.544 -0.493 -2.759
57 H 4.091 -3.440 -2.062
58 H 2.660 -4.286 -2.606
59 H 2.400 -3.071 -1.482
60 H 4.517 -0.830 -2.401
61 H 3.036 -0.046 -1.905
62 H 3.548 0.395 -3.391
63 C -3.627 -0.006 3.266
64 S -2.126 0.602 3.997
65 O -2.188 2.088 3.622
66 C -2.828 0.479 5.713
67 H -3.616 0.127 2.184
68 H -4.393 0.610 3.737
69 H -3.883 -1.042 3.489
70 H -2.698 -0.544 6.066
71 H -3.881 0.748 5.792
72 H -2.191 1.108 6.334
73 C -0.142 -4.381 -2.814
74 S -1.700 -4.664 -1.845
75 O -1.164 -5.697 -0.807
76 C -1.619 -3.032 -0.935
77 H -0.174 -3.714 -3.676
78 H 0.210 -5.337 -3.202
79 H 0.675 -4.177 -2.122
80 H -2.219 -2.989 -0.025
81 H -2.082 -2.346 -1.644
82 H -0.613 -2.765 -0.611
83 C -2.225 2.815 -5.323
84 S -1.524 2.831 -3.521
85 O -2.721 2.381 -2.661
86 C -0.472 1.324 -3.568
87 H -1.473 3.115 -6.053
88 H -3.216 3.252 -5.447
89 H -2.435 1.785 -5.611
90 H 0.349 1.437 -4.277
91 H -0.981 0.498 -4.065
92 H -0.118 0.975 -2.597
93 C -4.511 0.446 -0.725
94 S -6.135 0.179 0.178
95 O -6.384 1.548 0.761
96 C -7.305 0.031 -1.289
97 H -3.685 0.566 -0.024
98 H -4.636 1.420 -1.198
99 H -4.255 -0.310 -1.467
100 H -6.821 -0.575 -2.055
101 H -7.582 1.041 -1.592
102 H -8.213 -0.453 -0.929

## Properties
* E_LUMO: -5.30 eV
* charge: +1
* orbital gap: 4.8 eV
* 2S+1: 1

Atomic partial charges in e from the Mulliken method, atoms 1 to 99:
1. Sn 1.314
2. C -0.598
3. C 2.259
4. C -0.810
5. O -0.844
6. H 0.468
7. H 0.031
8. H -0.352
9. H -0.977
10. H 0.310
11. H 0.021
12. H -0.052
13. C -0.623
14. S 0.528
15. O -0.657
16. C -0.720
17. H 0.362
18. H 0.444
19. H -0.056
20. H 0.431
21. H 0.310
22. H -0.021
23. C -0.739
24. S 0.461
25. O -0.646
26. C -0.860
27. H -0.023
28. H 0.431
29. H 0.424
30. H 0.438
31. H 0.461
32. H -0.001
33. C -0.966
34. S 0.605
35. O -0.651
36. C -0.579
37. H 0.340
38. H 0.356
39. H 0.296
40. H 0.320
41. H -0.213
42. H 0.557
43. C -1.231
44. S 0.631
45. O -0.552
46. C -0.414
47. H 0.402
48. H 0.380
49. H 0.339
50. H -0.561
51. H 0.542
52. H 0.540
53. C -0.537
54. S 0.322
55. O -0.481
56. C -0.469
57. H 0.464
58. H 0.584
59. H -0.377
60. H 0.353
61. H -0.221
62. H 0.442
63. C -0.328
64. S 0.419
65. O -0.507
66. C -1.040
67. H -0.474
68. H 0.397
69. H 0.524
70. H 0.417
71. H 0.320
72. H 0.332
73. C -0.291
74. S 0.336
75. O -0.597
76. C -0.446
77. H 0.429
78. H 0.509
79. H -0.485
80. H 0.500
81. H 0.325
82. H -0.266
83. C -1.090
84. S 0.470
85. O -0.529
86. C -0.961
87. H 0.372
88. H 0.356
89. H 0.317
90. H 0.477
91. H 0.480
92. H 0.110
93. C -0.348
94. S 0.495
95. O -0.615
96. C -0.913
97. H -0.308
98. H 0.219
99. H 0.497

---

Q: Which value of charge does entry 2 give?
A: +1